Record 1
DFT (the ωB97M-V functional and the def2-TZVPD basis) results for a 2-piece molecular cluster, C5H11O2 overall.

Computed properties:
- max |F| (eV Å⁻¹) = 1.43
- LUMO (eV) = 4.0027
- HOMO-LUMO gap (eV) = 7.9218
- total charge = -1
- multiplicity = 1
- highest occupied orbital energy (eV) = -3.919

XYZ file:
```
18
C5H11O2 | the Open Molecules 2025 dataset | the ωB97M-V functional and the def2-TZVPD basis
C -0.62 2.05 0.74
C 0.65 1.74 1.53
H -0.47 2.34 -0.30
H -1.31 1.21 0.82
H -1.16 2.92 1.16
H 1.20 2.68 1.68
H 1.29 1.11 0.93
H 0.38 1.15 2.40
C 0.29 -2.00 -1.09
C -0.22 -0.76 -1.81
C -0.02 -2.02 0.45
O -0.81 -1.15 0.89
O 0.55 -2.94 1.07
H -0.21 -2.90 -1.43
H 1.37 -2.07 -1.14
H -0.89 -0.23 -1.12
H -0.60 -1.09 -2.79
H 0.59 -0.04 -1.99
```



Record 2
DFT (the ωB97M-V functional and the def2-TZVPD basis) results for a 2-piece molecular cluster, H5NS overall.

Computed properties:
- max |F| (eV Å⁻¹) = 0.82
- LUMO (eV) = 0.8762
- HOMO-LUMO gap (eV) = 10.7908
- total charge = 0
- SMILES string = N.S
- multiplicity = 1
- highest occupied orbital energy (eV) = -9.915

XYZ file:
```
7
H5NS | the Open Molecules 2025 dataset | the ωB97M-V functional and the def2-TZVPD basis
S 0.78 -1.24 1.44
H -0.11 -1.97 2.12
N -0.34 1.06 -1.24
H -1.03 0.67 -1.86
H -0.10 0.39 -0.54
H 0.49 1.13 -1.80
H 0.30 -0.04 1.88
```



Record 3
DFT (the ωB97M-V functional and the def2-TZVPD basis) results for a 3-piece molecular cluster, C36H57BrClN3O6PS overall.

Computed properties:
- max |F| (eV Å⁻¹) = 1.42
- LUMO (eV) = -2.8917
- HOMO-LUMO gap (eV) = 7.6895
- total charge = +1
- multiplicity = 1
- highest occupied orbital energy (eV) = -10.581

XYZ file:
```
106
C36H57BrClN3O6PS | the Open Molecules 2025 dataset | the ωB97M-V functional and the def2-TZVPD basis
C 0.94 -2.24 2.02
C 0.66 -2.97 3.35
C -0.78 -3.49 3.52
C -0.97 -4.97 3.14
C -0.64 -5.27 1.67
C -1.75 -4.85 0.71
C -1.28 -4.70 -0.75
C -1.59 -3.32 -1.32
C -1.01 -3.09 -2.73
C 0.05 -1.97 -2.83
C -0.43 -0.66 -3.48
N -0.45 0.57 -2.61
C 0.20 1.66 -2.99
N 1.20 1.59 -3.95
C 2.53 0.99 -3.61
C 2.61 -0.21 -2.68
C 4.05 -0.73 -2.65
Br 2.08 0.24 -0.85
C 1.29 2.99 -4.45
C 2.45 3.34 -5.37
C 2.10 4.45 -6.38
C 3.21 5.49 -6.61
C 3.88 5.25 -7.95
O 3.35 5.45 -8.98
O 5.11 4.67 -7.91
C 1.01 3.81 -3.20
O 0.50 5.04 -3.57
S 2.40 4.13 -2.06
N -0.02 2.91 -2.54
C -1.39 3.48 -2.50
C -1.52 4.58 -1.45
C -2.59 4.28 -0.42
O -3.56 3.64 -0.65
O -2.37 4.89 0.79
P -1.45 0.22 -1.19
O -1.15 1.59 -0.36
Cl -3.30 0.53 -2.02
H 1.59 -2.81 1.36
H 1.40 -1.26 2.19
H 0.00 -2.07 1.47
H 1.35 -3.81 3.46
H 0.87 -2.28 4.17
H -1.47 -2.86 2.94
H -1.08 -3.38 4.57
H -2.02 -5.23 3.31
H -0.36 -5.59 3.81
H -0.46 -6.35 1.57
H 0.29 -4.76 1.39
H -2.59 -5.54 0.78
H -2.13 -3.87 1.05
H -1.72 -5.48 -1.38
H -0.19 -4.84 -0.79
H -2.67 -3.16 -1.31
H -1.17 -2.58 -0.62
H -1.82 -2.89 -3.44
H -0.54 -4.01 -3.05
H 0.87 -2.35 -3.45
H 0.49 -1.77 -1.84
H -1.46 -0.78 -3.83
H 0.17 -0.41 -4.36
H 3.18 1.77 -3.21
H 2.96 0.67 -4.56
H 1.95 -1.01 -2.99
H 4.07 -1.77 -2.31
H 4.66 -0.15 -1.96
H 4.50 -0.66 -3.64
H 0.37 3.14 -5.03
H 3.34 3.61 -4.78
H 2.72 2.43 -5.91
H 1.89 3.97 -7.34
H 1.17 4.95 -6.09
H 2.80 6.50 -6.62
H 3.96 5.45 -5.80
H 5.65 5.04 -7.20
H 0.82 5.73 -2.97
H 2.25 3.04 -1.30
H -2.09 2.68 -2.26
H -1.66 3.84 -3.49
H -1.77 5.54 -1.92
H -0.58 4.74 -0.92
H -2.08 4.25 1.45
H -1.26 1.41 0.59
C -0.90 4.37 5.96
C -0.95 4.55 4.58
C -1.54 5.69 4.05
C -2.07 6.66 4.89
C -2.01 6.48 6.27
C -1.43 5.34 6.80
H -0.44 3.48 6.37
H -0.52 3.80 3.93
H -1.57 5.84 2.98
H -2.52 7.55 4.48
H -2.43 7.23 6.92
H -1.39 5.20 7.87
C -2.40 -8.67 7.64
C -1.39 -8.75 6.69
C -0.63 -7.62 6.39
C -0.90 -6.42 7.03
C -1.91 -6.34 7.98
C -2.67 -7.47 8.28
H -2.99 -9.55 7.87
H -1.18 -9.69 6.19
H 0.16 -7.68 5.65
H -0.31 -5.54 6.80
H -2.12 -5.41 8.48
H -3.46 -7.41 9.01
```



Record 4
DFT (the ωB97M-V functional and the def2-TZVPD basis) results for C3H8S2 as an isolated structure.

Computed properties:
- max |F| (eV Å⁻¹) = 3.07
- LUMO (eV) = 0.8599
- HOMO-LUMO gap (eV) = 9.3247
- total charge = 0
- multiplicity = 1
- highest occupied orbital energy (eV) = -8.465

XYZ file:
```
13
C3H8S2 | the Open Molecules 2025 dataset | the ωB97M-V functional and the def2-TZVPD basis
C 0.57 -1.23 2.42
C -0.31 0.03 0.03
C -0.30 1.26 -2.43
H 0.98 -1.14 3.45
H -0.32 -1.78 2.52
H 1.36 -1.80 1.89
H -1.44 -0.21 0.09
H 0.29 -0.76 -0.41
H 0.62 1.25 -3.01
H -0.76 0.37 -2.67
H -1.04 2.00 -2.83
S 0.31 0.46 1.74
S 0.04 1.56 -0.78
```



Record 5
DFT (the ωB97M-V functional and the def2-TZVPD basis) results for a 10-piece molecular cluster, C36H100N8O12 overall.

Computed properties:
- max |F| (eV Å⁻¹) = 2.71
- LUMO (eV) = 0.6191
- HOMO-LUMO gap (eV) = 9.1864
- total charge = 0
- SMILES string = COC[C@H](C)N.COC[C@H](C)N.COC[C@H](C)N.COC[C@H](C)N.COC[C@H](C)N.COC[C@H](C)N.COC[C@H](C)N.COC[C@H](C)N.OCCO.OCCO
- multiplicity = 1
- highest occupied orbital energy (eV) = -8.567

XYZ file:
```
156
C36H100N8O12 | the Open Molecules 2025 dataset | the ωB97M-V functional and the def2-TZVPD basis
C -4.48 -3.01 2.22
C -3.05 -2.56 2.31
C -2.28 -3.78 2.71
O -2.60 -4.01 4.11
C -1.69 -4.91 4.74
N -2.64 -1.94 1.05
H -4.68 -3.74 1.44
H -5.19 -2.20 2.08
H -4.79 -3.51 3.13
H -2.87 -1.84 3.11
H -1.20 -3.62 2.52
H -2.55 -4.64 2.07
H -1.91 -5.95 4.47
H -1.78 -4.82 5.81
H -0.65 -4.69 4.40
H -2.69 -2.63 0.30
H -1.73 -1.54 1.12
C 4.70 -0.86 0.09
C 4.39 -1.17 -1.39
C 2.95 -1.66 -1.50
O 2.83 -2.95 -0.98
C 1.51 -3.44 -1.28
N 4.50 -0.05 -2.27
H 3.97 -0.12 0.45
H 5.65 -0.39 0.30
H 4.64 -1.78 0.70
H 5.01 -2.02 -1.63
H 2.80 -1.66 -2.60
H 2.26 -0.91 -1.14
H 1.15 -3.02 -2.19
H 0.79 -3.10 -0.50
H 1.50 -4.57 -1.22
H 4.48 -0.27 -3.25
H 5.39 0.43 -2.14
C 1.51 4.33 -2.50
C 2.60 3.29 -2.57
C 3.97 3.78 -2.06
O 4.33 4.96 -2.69
C 5.51 5.42 -2.10
N 2.30 2.12 -1.71
H 1.90 5.23 -2.91
H 1.15 4.52 -1.49
H 0.72 4.05 -3.17
H 2.71 2.94 -3.60
H 4.75 2.99 -2.19
H 3.95 3.91 -0.99
H 6.19 4.60 -1.87
H 5.25 5.96 -1.16
H 6.02 6.13 -2.78
H 2.87 1.35 -2.05
H 2.32 2.30 -0.67
C -4.18 -2.47 -2.94
C -3.77 -3.90 -3.21
C -3.88 -4.74 -1.87
O -2.84 -4.38 -1.01
C -1.68 -5.15 -1.30
N -4.60 -4.50 -4.26
H -3.79 -2.10 -2.00
H -5.27 -2.46 -2.80
H -3.85 -1.80 -3.76
H -2.72 -3.97 -3.50
H -3.84 -5.81 -2.02
H -4.85 -4.54 -1.37
H -1.82 -6.23 -1.20
H -0.93 -4.85 -0.60
H -1.25 -4.99 -2.30
H -5.47 -4.00 -4.44
H -4.10 -4.60 -5.15
C 1.81 -3.30 2.97
C 1.20 -2.13 3.73
C 1.61 -2.05 5.21
O 3.03 -2.06 5.27
C 3.48 -1.69 6.59
N 1.44 -0.85 3.06
H 1.52 -3.20 1.91
H 1.46 -4.25 3.34
H 2.88 -3.33 2.94
H 0.11 -2.21 3.79
H 1.22 -2.92 5.75
H 1.14 -1.23 5.69
H 3.04 -2.29 7.37
H 3.23 -0.62 6.70
H 4.54 -1.82 6.68
H 2.43 -0.61 3.22
H 0.88 -0.12 3.49
C 1.08 5.79 1.59
C 0.39 4.43 1.69
C 1.38 3.47 2.33
O 2.56 3.42 1.48
C 3.37 2.32 1.86
N -0.80 4.46 2.52
H 1.57 6.05 2.54
H 0.42 6.57 1.24
H 1.95 5.75 0.95
H 0.25 4.04 0.70
H 0.93 2.48 2.36
H 1.60 3.77 3.36
H 2.82 1.34 1.86
H 3.73 2.47 2.88
H 4.16 2.23 1.16
H -1.28 3.57 2.60
H -1.48 5.03 2.00
C -3.68 1.95 0.00
C -3.03 3.29 0.40
C -2.81 4.11 -0.80
O -2.16 5.25 -0.28
C -1.88 6.30 -1.23
N -3.85 3.96 1.42
H -4.61 2.07 -0.56
H -3.92 1.40 0.92
H -2.91 1.49 -0.62
H -2.16 3.06 0.96
H -3.82 4.29 -1.15
H -2.24 3.70 -1.65
H -1.48 5.88 -2.19
H -1.17 6.98 -0.78
H -2.82 6.72 -1.53
H -3.49 4.90 1.55
H -4.84 3.98 1.12
C 1.70 -2.57 -5.15
C 0.22 -2.35 -5.00
C -0.23 -1.34 -6.10
O 0.60 -0.22 -6.15
C 0.43 0.63 -5.05
N -0.56 -3.55 -4.92
H 2.30 -1.68 -5.33
H 1.80 -3.35 -5.91
H 2.14 -3.10 -4.31
H 0.15 -1.83 -4.02
H -1.29 -1.07 -5.88
H -0.25 -1.81 -7.06
H 0.59 1.63 -5.37
H 1.15 0.40 -4.27
H -0.61 0.57 -4.70
H -1.55 -3.27 -4.96
H -0.40 -4.17 -5.68
C -1.84 0.36 4.82
C -2.92 0.76 3.75
O -2.89 2.21 3.77
O -0.58 0.91 4.42
H -1.67 -0.71 4.89
H -2.15 0.80 5.75
H -3.87 0.22 3.87
H -2.51 0.42 2.78
H -3.33 2.61 3.00
H -0.83 1.84 4.20
C -0.16 0.51 0.27
C -0.42 0.53 -1.27
O -0.64 1.82 -1.77
O 0.11 -0.87 0.57
H -1.04 0.83 0.81
H 0.70 1.20 0.39
H -1.32 -0.10 -1.50
H 0.48 0.11 -1.77
H 0.27 2.20 -1.81
H 0.66 -0.88 1.42
```



Record 6
DFT (the ωB97M-V functional and the def2-TZVPD basis) results for a 2-piece molecular cluster, C9H22OP overall.

Computed properties:
- max |F| (eV Å⁻¹) = 4.59
- ⟨S²⟩ = 2.0060
- LUMO (alpha / beta) (eV) = -2.5678 / -7.4111
- HOMO-LUMO gap (alpha / beta) (eV) = 7.7480 / 7.1883
- total charge = +1
- multiplicity = 3
- highest occupied orbital energy (alpha / beta) (eV) = -10.316 / -14.599

XYZ file:
```
33
C9H22OP | the Open Molecules 2025 dataset | the ωB97M-V functional and the def2-TZVPD basis
C 2.78 -0.05 1.20
C 1.69 -2.28 -0.01
C -0.88 1.35 1.44
C -0.74 2.48 -0.74
C -2.40 -1.37 -1.11
C 1.79 0.46 -1.80
C -3.57 -0.91 0.85
C 1.47 -0.84 0.58
C 0.04 1.60 0.29
O -3.45 -0.71 -0.43
P 0.45 0.02 -0.67
H 3.58 0.16 0.46
H 3.34 -0.65 1.98
H 2.28 0.79 1.50
H 1.84 -3.05 0.67
H 2.52 -2.25 -0.65
H 0.81 -2.53 -0.76
H -1.81 0.84 1.16
H -1.29 2.36 1.76
H -0.36 0.90 2.28
H -0.78 3.47 -0.32
H -1.69 2.08 -0.79
H -0.27 2.47 -1.69
H -2.25 -2.28 -0.51
H -1.38 -0.93 -1.19
H -2.52 -1.66 -2.15
H 2.38 1.29 -1.41
H 1.64 0.74 -2.94
H 2.48 -0.48 -1.78
H -4.35 -0.45 1.54
H -3.00 -1.77 1.19
H 0.75 -1.02 1.41
H 0.90 2.21 0.68
```



Record 7
DFT (the ωB97M-V functional and the def2-TZVPD basis) results for C42H52GeN3O2P2Ti as an isolated structure.

Computed properties:
- max |F| (eV Å⁻¹) = 0.52
- LUMO (eV) = -3.2550
- HOMO-LUMO gap (eV) = 6.8393
- total charge = +1
- multiplicity = 1
- highest occupied orbital energy (eV) = -10.094

XYZ file:
```
103
C42H52GeN3O2P2Ti | the Open Molecules 2025 dataset | the ωB97M-V functional and the def2-TZVPD basis
Ti -0.23 -0.75 -0.18
C 0.86 3.49 1.37
C 1.62 2.28 0.83
C 3.13 2.48 0.99
P 0.98 0.66 1.51
C 0.20 0.97 3.15
C -0.47 -0.31 3.66
C 1.10 1.58 4.23
C 2.47 -0.34 1.62
C 3.42 -0.29 2.63
C 4.66 -0.87 2.46
C 4.98 -1.42 1.23
C 4.05 -1.48 0.21
C 2.75 -1.00 0.40
N 1.73 -1.07 -0.56
C 1.76 -2.12 -1.51
C 2.39 -3.35 -1.28
C 2.41 -4.33 -2.25
C 1.77 -4.15 -3.47
C 1.04 -2.99 -3.67
C 1.01 -1.99 -2.70
P -0.21 -0.64 -2.75
C -1.64 -1.34 -3.68
C -2.28 -2.47 -2.89
C -2.66 -0.27 -4.05
C 0.50 0.73 -3.77
C 1.81 1.20 -3.14
C 0.71 0.31 -5.22
H 1.19 4.38 0.84
H 1.06 3.65 2.43
H -0.21 3.40 1.24
H 1.40 2.19 -0.23
H 3.42 2.53 2.04
H 3.41 3.43 0.52
H 3.71 1.69 0.51
H -0.59 1.69 2.91
H 0.26 -1.11 3.79
H -1.25 -0.65 2.98
H -0.94 -0.11 4.62
H 1.61 0.80 4.79
H 0.48 2.13 4.94
H 1.84 2.27 3.85
H 3.19 0.22 3.56
H 5.39 -0.84 3.26
H 5.98 -1.82 1.06
H 4.35 -1.89 -0.74
H 2.87 -3.54 -0.34
H 2.92 -5.26 -2.05
H 1.81 -4.91 -4.24
H 0.48 -2.87 -4.58
H -1.22 -1.74 -4.61
H -2.72 -2.10 -1.97
H -1.57 -3.26 -2.65
H -3.08 -2.92 -3.48
H -2.21 0.60 -4.54
H -3.20 0.08 -3.17
H -3.39 -0.70 -4.74
H -0.24 1.54 -3.72
H 2.58 0.43 -3.23
H 1.70 1.45 -2.09
H 2.15 2.10 -3.67
H 1.40 -0.53 -5.29
H 1.15 1.14 -5.77
H -0.22 0.04 -5.72
O -2.05 -1.37 0.40
N -2.23 -2.30 1.28
N -1.12 -2.80 1.62
O -0.03 -2.35 1.07
C -1.03 -3.73 2.71
C 0.22 -4.23 3.02
C 0.33 -5.12 4.08
C -0.80 -5.49 4.80
C -2.05 -4.97 4.46
C -2.17 -4.08 3.41
H 1.09 -3.93 2.45
H 1.29 -5.53 4.35
H -0.72 -6.19 5.62
H -2.92 -5.26 5.02
H -3.13 -3.67 3.14
Ge -1.79 1.46 -0.50
C -1.49 2.91 -1.80
C -0.37 3.73 -1.85
C -0.22 4.68 -2.85
C -1.20 4.84 -3.82
C -2.34 4.05 -3.77
C -2.48 3.09 -2.77
C -2.62 2.20 1.12
C -2.70 3.57 1.36
C -3.29 4.06 2.52
C -3.81 3.18 3.46
C -3.77 1.81 3.22
C -3.19 1.33 2.06
H -2.93 0.63 -1.15
H 0.42 3.63 -1.12
H 0.66 5.31 -2.87
H -1.09 5.58 -4.60
H -3.12 4.17 -4.51
H -3.38 2.49 -2.74
H -2.32 4.27 0.63
H -3.34 5.12 2.69
H -4.27 3.56 4.37
H -4.21 1.12 3.93
H -3.19 0.26 1.87
```



Record 8
DFT (the ωB97M-V functional and the def2-TZVPD basis) results for one molecule with the formula C6H13NOSi.

Computed properties:
- max |F| (eV Å⁻¹) = 7.54
- LUMO (eV) = 0.7220
- HOMO-LUMO gap (eV) = 8.6800
- total charge = 0
- SMILES string = C=CN(C=O)[Si](C)(C)C
- multiplicity = 1
- highest occupied orbital energy (eV) = -7.958

XYZ file:
```
22
C6H13NOSi | the Open Molecules 2025 dataset | the ωB97M-V functional and the def2-TZVPD basis
C 3.03 -1.20 0.34
C 1.75 -1.07 -0.18
C 2.16 1.41 0.00
C -1.35 -1.63 -0.02
C -1.09 1.39 1.26
C -1.14 1.11 -1.85
N 1.13 0.09 -0.30
O 1.86 2.19 0.86
Si -0.64 0.32 -0.18
H 3.66 -2.08 0.30
H 3.56 -0.37 0.82
H 1.24 -1.98 -0.50
H 2.98 1.39 -0.57
H -1.77 -1.93 0.99
H -1.98 -1.86 -0.82
H -0.60 -2.36 0.02
H -0.91 0.80 2.21
H -0.35 2.20 1.42
H -2.01 1.89 1.49
H -1.21 2.23 -1.67
H -0.52 0.79 -2.68
H -2.18 0.72 -2.08
```



Record 9
DFT (the ωB97M-V functional and the def2-TZVPD basis) results for one molecule with the formula C7H15NO.

Computed properties:
- max |F| (eV Å⁻¹) = 4.24
- LUMO (eV) = 0.9662
- HOMO-LUMO gap (eV) = 9.1182
- total charge = 0
- SMILES string = C=C(C(C)C)N(C)OC
- multiplicity = 1
- highest occupied orbital energy (eV) = -8.152

XYZ file:
```
24
C7H15NO | the Open Molecules 2025 dataset | the ωB97M-V functional and the def2-TZVPD basis
C -0.02 1.16 1.44
C 0.03 0.29 0.47
C 1.74 0.80 -1.30
C 2.39 -0.60 0.76
C -1.29 -1.94 -0.02
C -2.77 1.00 -0.54
C 1.25 -0.23 -0.20
N -1.17 -0.46 0.00
O -2.34 0.19 0.56
H -0.83 1.39 2.04
H 0.91 1.76 1.79
H 1.73 1.88 -0.97
H 2.69 0.58 -1.57
H 0.97 0.70 -2.03
H 1.96 -0.71 1.80
H 3.08 0.16 0.74
H 2.96 -1.48 0.48
H -2.23 -2.25 -0.53
H -0.53 -2.29 -0.70
H -0.95 -2.35 1.02
H -1.87 1.17 -1.17
H -3.27 1.79 -0.17
H -3.46 0.55 -1.15
H 1.03 -1.10 -0.76
```



- Among the records above, which one has the highest max |F|?
  C6H13NOSi



- The highest multiplicity belongs to which entry?
  C9H22OP